Arrangement one

Below is an isolated molecule of C2H3NS2, with properties calculated with ωB97M-V/def2-TZVPD.

Values from the calculation:
orbital gap: 0.29062 Eh
HOMO level: -8.66 eV
net charge: 0

Last column: natural (NBO) charge in e.
CARTESIAN COORDINATES (ANGSTROEM)
C -2.9851 -0.1573 -0.1929  -0.101
N -1.9191 0.6581 -0.0868  -0.536
S -0.5197 -0.3445 0.1811  0.553
C 0.9399 0.4144 0.2039  -0.560
S 2.4886 -0.0690 -0.1346  -0.006
H -2.7195 -1.2865 -0.3002  0.187
H -4.1170 0.3395 -0.0345  0.237
H 1.0401 1.4136 0.1316  0.227

=====

Arrangement two

Below is a structure of composition C2H3NS2, with properties calculated with ωB97M-V/def2-TZVPD.

Values from the calculation:
orbital gap: 0.33447 Eh
HOMO level: -8.72 eV
net charge: 0

Last column: natural (NBO) charge in e.
CARTESIAN COORDINATES (ANGSTROEM)
C 1.2236 -0.0953 -0.1181  -0.068
C -0.8789 0.5175 0.0229  -0.351
N -0.0169 -0.6525 -0.0745  -0.605
S 2.6870 -0.8159 -0.0088  -0.081
S 0.5630 1.5888 -0.0314  0.278
H -1.6262 0.4670 -0.9002  0.203
H -1.5427 0.5111 0.8404  0.210
H -0.4090 -1.5207 0.2698  0.414

=====

Arrangement three

Below is an isolated molecule of C2H3NS2, with properties calculated with ωB97M-V/def2-TZVPD.

Values from the calculation:
orbital gap: 0.32483 Eh
HOMO level: -8.89 eV
net charge: 0

Last column: natural (NBO) charge in e.
CARTESIAN COORDINATES (ANGSTROEM)
S -0.3704 2.4496 -0.1807  -0.021
C -0.2406 0.9290 0.3082  -0.133
N -0.4466 -0.1743 -0.3737  -0.430
C -1.5253 -0.7055 -0.7186  -0.009
S -2.8805 -0.2825 0.3312  -0.051
H -0.2097 0.7111 1.4433  0.200
H -1.4703 -1.6957 -1.2256  0.235
H -2.5270 1.0256 1.2079  0.209

=====

Which is the most stable structure? arrangement two is the most stable.